[1]
{"formula": "C4H5NO", "method": "the ωB97M-V functional and the def2-TZVPD basis", "total_charge": 0, "homo_lumo_gap_ev": 8.5, "lumo_energy_ev": 1.038, "smiles": "Nc1ccco1", "total_energy_ev": -7765.5699, "e_homo_ev": -7.498, "e_above_lowest_ev": 0.9566, "symbols": ["N", "C", "C", "C", "C", "O", "H", "H", "H", "H", "H"], "positions_angstrom": [[1.9792, -0.1177, 0.2051], [0.6505, 0.0221, -0.1184], [-0.2539, 1.0436, -0.0627], [-1.5242, 0.3830, 0.0676], [-1.3215, -0.9355, -0.1107], [0.0237, -1.1783, -0.2570], [2.3619, -1.0330, 0.0450], [2.6149, 0.6593, 0.1910], [-0.1050, 2.1112, -0.1619], [-2.4372, 0.8270, 0.4323], [-2.0026, -1.7665, -0.2066]], "forces_ev_per_a": [[0.042, -0.072, -0.299], [-0.084, -0.029, 0.135], [0.099, -0.126, 0.135], [-0.185, -0.032, -0.096], [-0.268, 0.139, 0.101], [0.063, 0.166, 0.300], [0.157, 0.099, -0.157], [-0.193, 0.009, -0.149], [0.238, -0.243, 0.478], [-0.147, 0.110, -0.588], [0.279, -0.022, 0.140]]}


[2]
{"formula": "C4H5NO", "method": "the ωB97M-V functional and the def2-TZVPD basis", "total_charge": 0, "homo_lumo_gap_ev": 10.6, "lumo_energy_ev": 0.792, "total_energy_ev": -7763.9732, "e_homo_ev": -9.805, "e_above_lowest_ev": 2.5532, "symbols": ["O", "C", "N", "C", "C", "C", "H", "H", "H", "H", "H"], "positions_angstrom": [[-0.4998, -0.8570, 1.7433], [-0.6865, -0.7797, 0.5356], [-1.2606, 0.4093, 0.0217], [0.0887, 0.9962, -0.1326], [0.8095, -0.0873, -0.8886], [0.2966, -1.2490, -0.4734], [-1.7141, 0.8818, 0.8011], [0.4088, 0.7347, 1.0363], [0.0970, 2.0059, -0.5766], [1.6825, 0.0828, -1.5089], [0.7188, -2.2409, -0.5253]], "forces_ev_per_a": [[-1.116, -1.561, -0.440], [0.409, 0.235, 1.298], [-0.606, -0.169, -0.055], [0.504, 0.092, 1.286], [0.145, -0.337, 0.108], [0.281, -0.089, -0.124], [-0.063, -0.171, -0.041], [0.642, 2.531, -2.540], [0.121, -0.438, 0.595], [-0.100, -0.098, 0.156], [-0.217, 0.005, -0.241]]}


[3]
{"formula": "C4H5NO", "method": "the ωB97M-V functional and the def2-TZVPD basis", "total_charge": 0, "homo_lumo_gap_ev": 12.0, "lumo_energy_ev": 0.877, "smiles": "C[C@H]1O[C@H]1C#N", "total_energy_ev": -7764.9789, "e_homo_ev": -11.102, "e_above_lowest_ev": 1.5475, "symbols": ["C", "C", "O", "C", "C", "N", "H", "H", "H", "H", "H"], "positions_angstrom": [[-0.0025, 0.9740, 0.9831], [0.7513, -0.1218, 0.2840], [0.2735, -1.4509, 0.4364], [0.1937, -0.8727, -0.8530], [-1.1526, -0.5923, -1.3340], [-2.2203, -0.3571, -1.7112], [0.1743, 0.9117, 2.0618], [0.3404, 1.9515, 0.6265], [-1.0770, 0.8864, 0.7951], [1.8413, -0.0577, 0.3088], [0.8779, -1.2710, -1.5974]], "forces_ev_per_a": [[-0.039, -0.058, -0.006], [0.096, 0.257, 0.078], [-0.009, -0.158, 0.127], [0.007, 0.062, -0.203], [-0.844, 0.240, -0.316], [1.045, -0.231, 0.340], [-0.023, 0.045, -0.160], [-0.051, -0.159, 0.070], [0.172, 0.022, 0.066], [-0.186, 0.032, -0.009], [-0.167, -0.053, 0.014]]}


[4]
{"formula": "C4H5NO", "method": "the ωB97M-V functional and the def2-TZVPD basis", "total_charge": 0, "homo_lumo_gap_ev": 10.5, "lumo_energy_ev": 1.082, "smiles": "C1=N[C@H]2C[C@H]2O1", "total_energy_ev": -7764.8173, "e_homo_ev": -9.370, "e_above_lowest_ev": 1.7091, "symbols": ["C", "N", "C", "C", "C", "O", "H", "H", "H", "H", "H"], "positions_angstrom": [[-0.5387, -1.2553, -0.8933], [-1.3919, -0.4891, -0.3535], [-0.6349, 0.6363, 0.1012], [0.4781, 0.3603, 1.1196], [0.7954, 0.4130, -0.3207], [0.7587, -0.8498, -0.9669], [-0.7392, -2.2302, -1.3186], [-1.1209, 1.6134, 0.0469], [0.4972, -0.5806, 1.6671], [0.4282, 1.2636, 1.7053], [1.4681, 1.1184, -0.7871]], "forces_ev_per_a": [[-0.226, -0.176, -0.038], [0.262, -0.322, -0.418], [-0.127, -0.003, -0.196], [-1.447, 0.470, 0.454], [0.105, 0.266, -0.274], [0.010, -0.050, 0.040], [0.052, 0.044, 0.033], [0.199, -0.415, 0.347], [-0.074, 0.189, -0.237], [1.235, 0.054, 0.290], [0.010, -0.057, 0.000]]}


[5]
{"formula": "C4H5NO", "method": "the ωB97M-V functional and the def2-TZVPD basis", "total_charge": 0, "homo_lumo_gap_ev": 10.7, "lumo_energy_ev": 0.663, "smiles": "[H]/N=C/OCC#C", "total_energy_ev": -7762.9801, "e_homo_ev": -10.028, "e_above_lowest_ev": 3.5463, "symbols": ["H", "N", "C", "O", "C", "C", "C", "H", "H", "H", "H"], "positions_angstrom": [[-2.9454, -0.8683, 0.1118], [-1.9587, -0.6952, -0.0475], [-1.6154, 0.4102, 0.4651], [-0.3710, 0.8830, 0.3743], [0.5042, 0.0038, -0.3178], [1.8733, 0.5141, -0.1576], [2.7650, 0.1211, 0.5483], [-2.2312, 1.1160, 1.0249], [0.1966, -0.1583, -1.3461], [0.4930, -0.9670, 0.1917], [3.3176, -0.4318, 1.2612]], "forces_ev_per_a": [[-0.003, -0.022, 0.057], [-0.117, 0.337, 0.147], [-0.293, -0.130, -0.084], [-0.224, 0.136, -0.165], [-0.219, -0.109, -0.371], [0.213, -1.072, 0.942], [0.286, 0.270, -0.111], [-0.069, -0.122, -0.053], [-0.190, 0.200, -0.118], [-0.234, 0.188, -0.318], [0.850, 0.323, 0.073]]}


[6]
{"formula": "C4H5NO", "method": "the ωB97M-V functional and the def2-TZVPD basis", "total_charge": 0, "homo_lumo_gap_ev": 8.8, "lumo_energy_ev": 0.965, "smiles": "Nc1ccco1", "total_energy_ev": -7764.8823, "e_homo_ev": -7.830, "e_above_lowest_ev": 1.6442, "symbols": ["N", "C", "C", "C", "C", "O", "H", "H", "H", "H", "H"], "positions_angstrom": [[2.0496, -0.1426, -0.0955], [0.6512, -0.0007, -0.0162], [-0.2457, 1.0094, -0.0373], [-1.5443, 0.4594, -0.0297], [-1.4260, -0.8573, 0.0161], [-0.0039, -1.1963, -0.0789], [2.6253, 0.6666, -0.1624], [2.4480, -1.1010, 0.4628], [0.0590, 2.0844, 0.1667], [-2.6120, 0.8563, -0.1463], [-2.0012, -1.7782, -0.0793]], "forces_ev_per_a": [[-0.377, -3.973, 1.921], [0.625, -1.614, -0.655], [1.649, 3.324, 0.884], [-3.181, 0.262, -0.265], [2.680, -2.621, -0.883], [-1.493, 0.961, 0.809], [0.253, 0.251, 0.335], [-1.432, 4.113, -2.140], [-0.649, -1.553, -0.599], [2.085, 0.075, 0.427], [-0.161, 0.775, 0.166]]}


[7]
{"formula": "C4H5NO", "method": "the ωB97M-V functional and the def2-TZVPD basis", "total_charge": 0, "homo_lumo_gap_ev": 10.8, "lumo_energy_ev": 0.780, "smiles": "C#CCNC=O", "total_energy_ev": -7764.1630, "e_homo_ev": -9.992, "e_above_lowest_ev": 2.3635, "symbols": ["C", "C", "C", "N", "C", "O", "H", "H", "H", "H", "H"], "positions_angstrom": [[-2.3725, -0.9411, -0.0310], [-1.5825, 0.0040, -0.2172], [-0.3099, 0.7839, 0.0554], [0.8145, 0.0163, 0.4852], [1.8857, -0.1278, -0.3045], [2.8800, -0.7455, 0.0002], [-3.1854, -1.6685, -0.0948], [-0.0849, 1.4585, -0.8334], [-0.4817, 1.4529, 0.9442], [0.6496, -0.5285, 1.3273], [1.7872, 0.2958, -1.3314]], "forces_ev_per_a": [[1.264, 2.498, -1.198], [-0.749, -3.017, 1.589], [-1.525, 1.906, 0.025], [-0.968, -0.086, -0.333], [1.051, -1.117, -0.566], [0.162, 0.045, 0.075], [0.771, 0.617, 0.170], [0.030, -0.977, 1.193], [-0.518, -0.194, -1.142], [0.677, 0.066, -0.338], [-0.195, 0.260, 0.524]]}


[8]
{"formula": "C4H5NO", "method": "the ωB97M-V functional and the def2-TZVPD basis", "total_charge": 0, "homo_lumo_gap_ev": 11.0, "lumo_energy_ev": 0.506, "smiles": "CCC(=O)C#N", "total_energy_ev": -7763.4907, "e_homo_ev": -10.534, "e_above_lowest_ev": 3.0357, "symbols": ["C", "C", "C", "O", "C", "N", "H", "H", "H", "H", "H"], "positions_angstrom": [[-1.0969, -0.0769, -0.5515], [0.5114, -0.9425, -0.1276], [0.4674, 0.0788, 0.8688], [0.1993, -0.1376, 2.0301], [1.0170, 1.3509, 0.4336], [1.5228, 2.3542, 0.1875], [-1.9387, -0.5388, -0.0579], [-1.1244, -0.3001, -1.5989], [-1.3159, 1.0252, -0.5081], [1.0456, -0.9115, -1.0710], [0.7124, -1.9018, 0.3950]], "forces_ev_per_a": [[-0.209, -1.438, -0.779], [-1.868, 0.509, -0.590], [2.412, -0.216, 1.250], [-0.447, 0.423, 0.083], [0.296, 1.758, 0.211], [-0.140, -0.350, -0.107], [0.119, -0.467, 0.280], [-0.177, -0.256, -0.574], [1.397, -0.890, 0.579], [0.190, 0.724, 0.273], [-1.574, 0.204, -0.625]]}


[9]
{"formula": "C4H5NO", "method": "the ωB97M-V functional and the def2-TZVPD basis", "total_charge": 0, "homo_lumo_gap_ev": 11.8, "lumo_energy_ev": 0.865, "smiles": "N#CC[C@H]1CO1", "total_energy_ev": -7764.9508, "e_homo_ev": -10.965, "e_above_lowest_ev": 1.5757, "symbols": ["N", "C", "C", "C", "C", "O", "H", "H", "H", "H", "H"], "positions_angstrom": [[-2.2122, 1.8391, 0.3121], [-1.1352, 1.4953, 0.0689], [0.2214, 1.0392, -0.2517], [0.5609, -0.2832, 0.4161], [-0.0197, -1.5347, -0.0638], [1.3218, -1.1763, -0.3738], [0.9348, 1.8147, 0.0468], [0.3060, 0.9121, -1.3362], [0.8727, -0.2187, 1.4586], [-0.1306, -2.3730, 0.6222], [-0.7199, -1.5145, -0.8992]], "forces_ev_per_a": [[1.050, -0.340, -0.207], [-0.915, 0.288, 0.214], [0.057, 0.006, -0.047], [-0.090, 0.138, 0.153], [-0.272, -0.126, 0.030], [0.224, -0.031, -0.074], [-0.098, -0.105, -0.059], [-0.050, 0.009, 0.135], [-0.071, -0.008, -0.144], [0.023, 0.144, -0.102], [0.142, 0.026, 0.101]]}


[10]
{"formula": "C4H5NO", "method": "the ωB97M-V functional and the def2-TZVPD basis", "total_charge": 0, "homo_lumo_gap_ev": 9.8, "lumo_energy_ev": 1.055, "smiles": "Nc1ccoc1", "total_energy_ev": -7765.2762, "e_homo_ev": -8.726, "e_above_lowest_ev": 1.2503, "symbols": ["N", "C", "C", "C", "O", "C", "H", "H", "H", "H", "H"], "positions_angstrom": [[-0.1675, 1.8040, 0.1744], [-0.2081, 0.4090, -0.0046], [1.0199, -0.2729, 0.1939], [0.7780, -1.5884, -0.0058], [-0.5391, -1.7608, -0.3194], [-1.1354, -0.5396, -0.3182], [-0.1475, 2.3908, -0.6416], [-0.5750, 2.1877, 1.0084], [1.8116, 0.4180, 0.4500], [1.3538, -2.5025, 0.0191], [-2.1907, -0.5452, -0.5562]], "forces_ev_per_a": [[-0.429, 0.306, -0.073], [-0.004, -0.170, -0.001], [-0.061, 0.026, -0.017], [0.133, 0.024, 0.013], [0.062, 0.072, 0.015], [-0.006, 0.288, 0.031], [-0.302, 0.002, 0.131], [-0.224, 0.078, -0.232], [0.637, -0.978, 0.037], [-0.012, 0.231, 0.029], [0.205, 0.119, 0.067]]}